Computed, not measured: a structure of composition C43H35IN4O7P2SSn, with the ωB97M-V functional and the def2-TZVPD basis.

XYZ file:
```
94
Properties=species:S:1:pos:R:3:forces:R:3:mulliken_charge:R:1
Sn -1.616961 -2.525531 2.277981 0.1769 -0.3645 0.2039 0.853
O -2.852279 -4.060584 6.634386 0.0521 1.1803 1.3707 -0.422
C -2.408100 -3.473882 5.563704 0.3520 0.6078 -1.0242 0.400
O -2.305120 -4.045495 4.500308 0.3388 0.0185 -0.3929 -0.509
C -2.075480 -2.021111 5.710182 -0.5948 1.4735 0.3545 0.160
C -2.370627 -1.254217 6.846903 0.5475 -0.8443 -0.5058 -0.554
C -2.121587 0.130738 6.843304 -0.9193 -1.0851 0.6728 -0.574
C -1.637030 0.683292 5.694587 -0.3166 0.0059 -1.5978 -0.717
C -1.438065 -0.122931 4.537944 0.5382 -0.0679 1.3406 0.329
N -1.653513 -1.421308 4.582446 0.0164 -0.7328 -0.2907 0.272
C -0.867652 0.419530 3.229833 -0.8428 2.0688 0.6074 0.327
O -0.448265 1.594094 3.256663 -0.1044 -1.5016 -0.1643 -0.733
O -0.998382 -0.320974 2.202233 0.4374 -0.2507 -0.1757 0.008
H -2.999051 -4.967668 6.426402 -0.3757 -1.5338 -0.2294 0.387
H -2.786049 -1.788023 7.689775 0.0076 0.2477 0.1950 0.534
H -2.447101 0.701239 7.726114 0.4803 -0.0798 -0.5935 0.415
H -1.595174 1.741164 5.551123 0.4888 0.4932 0.1337 0.504
C -0.492510 2.899109 0.688508 0.8206 0.2843 -1.2388 -0.395
C 0.959859 3.450764 0.510042 0.7278 1.3587 0.6069 -0.986
P 1.390897 2.815432 -1.136837 0.1078 -0.8352 -0.5836 1.411
C 2.491272 1.423572 -1.254359 0.0362 -0.2138 0.9991 0.964
C 3.858903 1.727601 -1.460022 -1.3905 -2.4774 0.4121 -0.869
C 4.775760 0.690572 -1.339961 -3.1235 -0.1754 0.8921 -1.038
C 4.349354 -0.578972 -0.965630 -0.1323 0.0639 -0.0181 -0.581
C 3.001767 -0.885576 -0.815327 -0.6914 -0.4554 -0.0463 -0.553
C 2.044453 0.141492 -0.867609 0.4695 0.0098 -1.0613 -0.469
C 1.914267 3.948962 -2.391182 0.5671 1.3048 -1.0067 0.502
C 2.209275 3.404656 -3.666967 -1.0205 1.2490 0.1766 -0.660
C 2.492355 4.280982 -4.723994 1.1947 -0.2844 -0.9550 -0.718
C 2.689202 5.666519 -4.557351 -0.8779 -1.0626 0.7765 -0.500
C 2.408012 6.178979 -3.302003 0.7388 -0.4010 0.7930 -0.744
C 2.071919 5.344501 -2.239913 -0.4697 -0.6091 1.0165 -0.229
P -0.858340 2.578024 -1.076327 0.0988 -0.9470 0.6294 0.618
C -1.762558 1.088681 -1.381751 -0.1412 -0.8781 -1.0704 0.837
C -2.718247 0.694426 -0.428762 0.9814 0.3833 1.3548 -0.441
C -3.456938 -0.450486 -0.646801 -0.8020 -1.1501 -1.8588 -0.589
C -3.368399 -1.171269 -1.897396 1.8521 2.0365 1.1133 -0.654
C -2.306089 -0.834869 -2.793154 -2.2440 -0.4054 0.9152 -0.592
C -1.582178 0.319203 -2.571212 0.1948 -0.0133 0.8363 -0.122
C -1.496490 3.965335 -1.875932 -0.5655 2.1382 -0.5223 0.775
C -1.860432 3.970153 -3.243978 0.1789 -0.2214 0.4294 -0.499
C -2.321814 5.145156 -3.847572 -0.1807 -0.7484 -0.3302 -0.632
C -2.408789 6.323867 -3.123570 1.2433 0.8081 0.9970 -0.623
C -1.973940 6.334482 -1.792564 0.0857 -1.1692 1.1798 -0.698
C -1.564683 5.168425 -1.110296 -0.5725 -0.3859 -2.3974 -0.339
H -1.200814 3.440389 1.301560 0.0390 0.2161 -0.0072 0.832
H -0.410850 1.909172 1.073993 0.0323 -0.8600 0.6912 -0.752
H 1.702276 3.234121 1.316207 -0.7412 -0.2068 -0.5919 0.485
H 1.042526 4.552705 0.353475 -0.5066 -0.5236 0.3705 0.472
H 4.119165 2.700571 -1.685848 0.8252 1.7702 -0.5209 0.744
H 5.757347 0.896408 -1.417944 3.2738 0.5980 -0.4342 0.603
H 5.067670 -1.364758 -0.756383 0.0413 0.0827 -0.3503 0.466
H 2.727368 -1.962327 -0.767876 -0.0552 1.1322 0.4310 0.556
H 0.960120 -0.014677 -0.803911 0.4765 -0.3692 0.2244 0.185
H 2.065250 2.346971 -3.776619 0.2775 -0.3424 -0.5514 0.474
H 2.753338 3.905791 -5.734461 -0.4337 -0.1406 0.8580 0.378
H 3.034476 6.300582 -5.364112 -0.1052 -0.1324 -0.0055 0.466
H 2.637192 7.184896 -3.026741 -0.1243 0.6731 -0.2265 0.470
H 1.994525 5.759673 -1.219314 -0.1263 0.0096 -0.7425 0.281
H -2.751091 1.210109 0.580674 -0.1562 -0.6328 -1.4073 0.137
H -4.160327 -0.809641 0.103301 0.0837 0.2455 -0.1650 0.553
H -4.042404 -1.962390 -2.153211 -0.1222 -0.4533 0.2230 0.487
H -2.139205 -1.532482 -3.615011 0.1053 0.7384 0.0533 0.339
H -0.810137 0.518353 -3.291710 0.3706 0.4532 -0.0635 0.456
H -1.772204 3.026848 -3.812876 -0.1855 0.7004 0.2197 0.413
H -2.630391 5.087451 -4.891343 0.1190 0.1789 0.2547 0.442
H -2.610345 7.331274 -3.513863 -0.3847 -0.8529 -0.3441 0.383
H -1.970126 7.214925 -1.174694 -0.2179 0.5006 -0.2619 0.450
H -1.356743 5.135248 -0.059478 0.1545 0.3853 0.2549 0.365
I 4.456831 -0.902241 2.964750 -0.1946 -0.4518 0.1398 0.136
C 2.806967 -2.159214 3.091919 0.0773 -0.6469 -0.2102 -0.957
C 2.664564 -3.537228 3.264697 0.0603 -0.5581 0.2577 0.059
N 1.348482 -3.820545 3.206302 0.3165 1.5096 -0.3094 -0.242
N 0.606962 -2.715454 2.959618 1.3067 0.6551 0.0468 0.520
C 1.514081 -1.713488 2.885648 -0.8481 -1.1286 0.2717 -0.453
H 3.356642 -4.371214 3.432510 -0.1717 0.7152 -0.0652 0.451
H 0.887808 -4.698767 3.255484 -0.3461 -0.7594 -0.1145 0.174
H 1.200154 -0.729990 2.690781 -0.2610 0.8797 -0.2411 0.567
O -0.814098 -4.809567 1.684026 -0.1336 0.7226 -1.2218 -0.887
C -0.556795 -4.616180 0.447964 0.8161 -0.1365 0.9009 0.895
N -0.314908 -3.406107 -0.099377 -0.3438 -1.0757 1.1498 -0.077
S 0.219096 -3.572253 -1.635067 -2.2234 0.4776 0.4547 1.062
O 1.621024 -3.391039 -1.684176 1.8350 -0.2329 -0.1538 -0.788
O -0.540769 -2.679685 -2.474594 0.0348 -0.5673 -0.2697 -0.590
C -0.177872 -5.300735 -1.778247 -0.1090 1.7150 0.2404 0.408
C -0.132255 -6.037499 -2.908919 0.2285 -2.3804 -0.2522 -0.636
C -0.154000 -7.439259 -2.717180 -0.3161 0.2346 1.2449 -0.444
C -0.334379 -7.990482 -1.414298 0.9391 1.0067 -0.7744 -0.739
C -0.485409 -7.135539 -0.313918 0.1531 -0.0165 1.0099 -0.198
C -0.419194 -5.773306 -0.496074 -0.0722 0.4273 -1.1541 -0.463
H -0.016841 -5.697574 -3.921439 0.1902 0.5797 -0.0216 0.470
H 0.054583 -8.047671 -3.585828 -0.2430 -0.3165 0.1456 0.406
H -0.145398 -9.035601 -1.224960 -0.4144 -0.1922 -0.2011 0.386
H -0.517359 -7.436637 0.744641 -0.2887 -0.4692 -0.7253 0.400
```
Forces are in eV/Å.

Results
Spin multiplicity: 1
Orbital gap (eV): 7.127
Charge: +2
E_tot (eV): -108783.228
LUMO energy (eV): -5.748

***

Computed, not measured: an isolated molecule of C4H8N2, with the ωB97M-V functional and the def2-TZVPD basis.

XYZ file:
```
14
Properties=species:S:1:pos:R:3:forces:R:3:nbo_charge:R:1
C -1.874251 0.231218 0.111669 0.3912 0.1057 -0.0954 -0.639
C -0.610684 -0.627381 -0.094354 0.8322 0.1841 -0.6066 -0.371
C 0.933166 0.081200 0.333450 -2.1802 -1.1127 -1.2875 -0.172
N 2.101054 -0.631338 -0.092085 -0.8400 0.3295 0.1026 -0.854
C 0.957253 1.482899 -0.119224 -0.7342 0.3885 -0.0908 0.266
N 0.872583 2.538244 -0.590631 0.2550 -1.0108 0.5411 -0.338
H -1.713110 1.230230 -0.298728 -0.0908 0.0037 0.0501 0.226
H -2.175918 0.336730 1.164078 0.2870 -0.0680 -0.2171 0.207
H -2.740755 -0.199834 -0.417817 0.4473 -0.0003 0.1461 0.225
H -0.744363 -1.603428 0.437309 0.6625 0.8036 -0.3044 0.203
H -0.416749 -0.824740 -1.131201 -0.4842 -0.3325 -0.7001 0.200
H 0.475881 -0.131417 1.264767 1.6673 0.7755 2.1297 0.266
H 2.264469 -0.698351 -1.083258 -0.0038 -0.0905 0.2111 0.385
H 2.671425 -1.184032 0.516031 -0.2093 0.0241 0.1213 0.396
```
Forces are in eV/Å.

Results
Spin multiplicity: 1
SMILES: CC[C@@H](N)C#N
Orbital gap (eV): 10.190
E_tot (eV): -7256.157
LUMO energy (eV): 0.888

***

Computed, not measured: a structure of composition C17H34O2P2Sn, with the ωB97M-V functional and the def2-TZVPD basis.

XYZ file:
```
56
Properties=species:S:1:pos:R:3:forces:R:3:nbo_charge:R:1
P -2.427863 -1.890969 0.010889 1.0295 -0.3629 -0.6884 0.801
P 1.777835 -2.066453 -0.244844 -0.2802 0.4136 0.8338 0.862
C -1.087143 -1.148664 -1.183234 -0.6073 0.6804 0.4117 -0.695
C 0.301958 -1.720639 -1.459889 1.3734 -0.4859 -0.1391 -0.735
H -0.973551 -0.103338 -0.864817 -0.0510 -0.6462 -0.3842 0.203
H -1.610033 -1.106235 -2.161441 0.2313 -0.0787 0.4932 0.207
H 0.178311 -2.738701 -1.852990 0.0482 0.2151 -0.2533 0.228
H 0.795109 -1.089643 -2.213120 -0.5291 -0.2077 -0.5175 0.191
C 2.895782 -0.537650 -0.190180 0.1301 0.3817 -0.4002 -0.933
H 3.974534 -0.900282 -0.276016 -1.6386 0.5589 0.3851 0.253
H 2.759440 -0.015861 0.782205 0.1974 -0.2349 -0.7853 0.265
H 2.724415 0.173693 -1.015553 0.2901 -0.3025 -0.1518 0.143
C 2.931104 -3.050077 -1.272811 -0.2332 0.1104 -0.5140 -0.950
H 3.715820 -2.384724 -1.665997 -0.2376 -0.5825 -0.1461 0.214
H 2.360566 -3.526602 -2.079461 0.4022 -0.1714 0.0482 0.214
H 3.364007 -3.794910 -0.592391 -0.0243 0.1555 -0.3701 0.251
C -3.136160 -0.562598 1.137738 -0.1970 0.3134 0.7353 -0.931
H -3.685417 -1.121845 1.927034 0.2208 0.2572 -0.5200 0.259
H -3.860582 0.111154 0.650132 0.2346 -0.3048 0.1710 0.207
H -2.422979 0.063638 1.743125 -0.7393 -0.8425 -0.5918 0.198
C -3.767180 -1.908087 -1.242273 -0.3511 -0.0578 0.0583 -0.946
H -3.370345 -2.291898 -2.195111 -0.2689 0.0535 0.3809 0.236
H -4.218875 -0.914078 -1.394043 0.0325 -0.3482 -0.1250 0.199
H -4.514755 -2.608487 -0.850864 -0.1354 0.2628 -0.3580 0.239
Sn -0.492973 1.210303 1.161604 2.0040 -4.2580 2.9252 1.130
C 0.554511 1.609785 -1.090200 2.2624 1.3421 0.7353 -0.254
C 0.929392 2.441603 0.011822 0.3175 0.2075 -1.9866 -0.398
C 0.254411 3.808284 0.218225 0.3701 0.2488 0.3277 -0.451
C -1.246555 3.843548 -0.164927 0.4432 -0.5130 0.1143 -0.422
C -1.932083 2.485007 0.142179 -2.9483 1.1519 -1.4028 -0.519
C -2.297310 1.673586 -0.949918 -0.8398 1.5713 0.9206 -0.047
C -1.724201 1.798567 -2.314986 1.1049 0.0150 -0.9517 -0.486
C -0.170995 2.050375 -2.318742 -1.3690 -0.0449 -1.2037 -0.466
C -0.142227 -1.346744 1.979065 -0.4985 1.2099 1.8067 -0.775
H 1.217289 0.784467 -1.345940 -0.2835 0.0975 0.8212 0.275
H 1.904933 2.256207 0.534402 -1.0456 -0.1040 -0.3632 0.313
H 0.820010 4.538623 -0.382070 -0.1814 0.0078 0.2590 0.241
H 0.307614 4.089106 1.290078 0.4203 -0.0934 -0.6567 0.236
H -1.779739 4.616663 0.424228 0.3804 -0.3906 -0.3710 0.246
H -1.349948 4.094177 -1.237637 -0.1761 -0.2285 0.6527 0.221
H -2.534014 2.464435 1.090623 -0.1704 0.2283 -1.5370 0.267
H -3.251755 1.126514 -0.957982 0.7832 -0.2163 0.6121 0.231
H -2.215045 2.599008 -2.922369 0.0004 -0.3912 0.6265 0.250
H -1.901225 0.867000 -2.892369 -0.0444 0.5600 0.5475 0.242
H 0.209215 1.442737 -3.174028 -0.0428 0.5328 0.6539 0.242
H 0.038280 3.103999 -2.575153 0.0257 -0.3775 0.2957 0.224
H 0.849501 -1.784962 1.905417 0.0165 0.5522 -0.4074 0.250
H -0.906769 -2.134625 1.822482 0.2921 0.8720 -0.4164 0.196
H -0.249128 -0.950295 3.020220 -0.0595 -0.0998 -0.7434 0.192
C 3.281519 -2.019099 4.139393 -0.4991 0.0848 0.3261 -0.730
C 3.076161 -1.157390 2.882602 0.9545 -1.5698 0.0295 0.776
O 3.273050 -1.843720 1.801403 -0.2048 1.4345 2.2521 -0.804
O 2.797755 0.052465 3.110262 -0.1930 -0.5777 -1.4806 -0.784
H 3.291017 -3.084622 3.841117 0.0166 0.5673 0.4318 0.211
H 2.449584 -1.773434 4.841652 0.6569 -0.3925 -0.2693 0.200
H 4.235727 -1.728313 4.613456 -0.3895 -0.2031 -0.1209 0.213
```
Forces are in eV/Å.

Results
Spin multiplicity: 1
Orbital gap (spin up / spin down) (eV): 4.873 / 4.876
E_tot (eV): -46674.886
LUMO energy (spin up / spin down) (eV): -1.560 / -1.557